No. 1
Below is a structure of composition C74H90ClN3O2S in a non-equilibrium geometry, with properties calculated with ωB97M-V with the def2-TZVPD basis set.

ORCA input file:
```
! wB97M-V def2-TZVPD RIJCOSX def2/J DEFGRID3
* xyz 0 1
C 9.96 -0.30 1.26
O 8.65 0.16 0.97
C 8.14 -0.38 -0.23
C 6.72 0.12 -0.43
C 6.70 1.56 -0.95
C 5.31 2.20 -0.92
C 4.33 1.54 -1.90
C 3.89 2.46 -3.05
C 3.38 1.66 -4.25
C 2.00 1.01 -3.98
C 2.06 -0.49 -3.58
C 1.21 -1.42 -4.46
C 0.12 -2.30 -3.85
C 0.05 -3.57 -4.32
C -0.98 -4.43 -3.89
N -1.19 -5.69 -4.27
S -2.51 -6.17 -3.51
N -2.89 -4.85 -2.68
C -1.95 -3.94 -2.98
C -1.90 -2.61 -2.49
C -3.03 -2.16 -1.60
C -2.84 -2.39 -0.10
C -3.86 -1.61 0.75
C -3.95 -0.12 0.40
N -3.91 0.70 1.64
C -4.15 2.07 1.32
C -5.59 2.55 1.31
O -3.24 2.81 1.04
C -0.88 -1.83 -2.90
C -0.79 -0.41 -2.40
C -0.30 -0.27 -0.94
C 0.55 -1.43 -0.42
Cl 1.87 -0.84 0.67
H 10.58 -0.28 0.36
H 10.38 0.36 2.01
H 9.92 -1.32 1.65
H 8.75 -0.04 -1.07
H 8.17 -1.48 -0.19
H 6.24 -0.55 -1.14
H 6.18 0.06 0.52
H 7.40 2.15 -0.35
H 7.05 1.56 -1.98
H 4.92 2.11 0.09
H 5.41 3.26 -1.15
H 3.44 1.21 -1.36
H 4.77 0.65 -2.35
H 3.10 3.13 -2.71
H 4.73 3.06 -3.38
H 3.27 2.35 -5.08
H 4.12 0.91 -4.53
H 1.55 1.57 -3.16
H 1.35 1.16 -4.84
H 1.79 -0.56 -2.54
H 3.10 -0.81 -3.66
H 0.75 -0.87 -5.28
H 1.89 -2.12 -4.94
H 0.78 -3.94 -5.04
H -3.24 -1.11 -1.82
H -3.91 -2.72 -1.91
H -3.00 -3.45 0.09
H -1.84 -2.11 0.24
H -4.85 -2.06 0.69
H -3.52 -1.68 1.78
H -4.89 0.06 -0.14
H -3.15 0.22 -0.25
H -4.70 0.39 2.20
H -6.28 1.76 1.58
H -5.83 2.87 0.30
H -5.70 3.38 2.00
H -0.18 0.19 -3.06
H -1.79 0.03 -2.44
H -1.14 -0.15 -0.25
H 0.28 0.65 -0.84
H 1.05 -1.99 -1.20
H 0.00 -2.12 0.20
C -5.78 -4.51 2.23
C -7.03 -4.01 2.54
C -7.35 -3.68 3.85
C -6.40 -3.85 4.85
C -5.14 -4.35 4.54
C -4.83 -4.68 3.23
H -5.53 -4.77 1.20
H -7.77 -3.88 1.76
H -8.33 -3.29 4.09
H -6.64 -3.59 5.87
H -4.40 -4.47 5.32
H -3.85 -5.06 2.98
C -3.22 -8.08 2.33
C -4.05 -9.18 2.18
C -4.61 -9.46 0.94
C -4.34 -8.65 -0.15
C -3.51 -7.55 0.00
C -2.94 -7.27 1.23
H -2.79 -7.85 3.29
H -4.27 -9.81 3.03
H -5.27 -10.32 0.83
H -4.79 -8.87 -1.11
H -3.30 -6.90 -0.83
H -2.30 -6.40 1.35
C 8.36 5.48 -4.30
C 7.38 4.51 -4.47
C 6.71 4.39 -5.68
C 7.03 5.24 -6.73
C 8.01 6.21 -6.57
C 8.67 6.33 -5.35
H 8.87 5.57 -3.36
H 7.13 3.84 -3.65
H 5.95 3.63 -5.81
H 6.52 5.14 -7.68
H 8.25 6.87 -7.39
H 9.43 7.10 -5.22
C -9.70 1.99 -3.01
C -8.61 1.35 -2.46
C -7.35 1.94 -2.50
C -7.19 3.18 -3.10
C -8.29 3.83 -3.65
C -9.54 3.24 -3.61
H -10.68 1.53 -2.97
H -8.73 0.38 -1.99
H -6.50 1.43 -2.07
H -6.21 3.64 -3.13
H -8.16 4.80 -4.12
H -10.39 3.74 -4.04
C 5.22 0.06 5.82
C 4.19 -0.83 5.55
C 3.69 -0.93 4.26
C 4.22 -0.15 3.24
C 5.25 0.73 3.51
C 5.75 0.84 4.80
H 5.61 0.15 6.82
H 3.78 -1.44 6.34
H 2.88 -1.62 4.04
H 3.81 -0.26 2.24
H 5.67 1.34 2.72
H 6.56 1.53 5.01
C -7.85 -0.58 5.73
C -9.06 -1.11 6.15
C -10.14 -0.28 6.39
C -10.02 1.09 6.20
C -8.81 1.63 5.78
C -7.73 0.79 5.55
H -7.01 -1.23 5.55
H -9.16 -2.18 6.29
H -11.09 -0.70 6.72
H -10.87 1.74 6.39
H -8.71 2.70 5.64
H -6.78 1.21 5.23
C 1.22 -5.28 6.57
C 1.48 -4.05 5.98
C 0.85 -2.91 6.44
C -0.05 -2.99 7.49
C -0.31 -4.22 8.08
C 0.32 -5.36 7.62
H 1.72 -6.17 6.21
H 2.19 -3.99 5.16
H 1.05 -1.95 5.97
H -0.55 -2.10 7.85
H -1.01 -4.28 8.91
H 0.11 -6.32 8.08
C 6.81 11.72 -5.72
C 7.03 11.85 -4.36
C 7.14 10.71 -3.57
C 7.05 9.45 -4.14
C 6.83 9.33 -5.50
C 6.72 10.46 -6.30
H 6.72 12.60 -6.34
H 7.11 12.83 -3.91
H 7.31 10.81 -2.50
H 7.14 8.57 -3.52
H 6.76 8.34 -5.94
H 6.54 10.36 -7.36
*
```

total energy	-110120.3942	eV

No. 2
Below is a cluster of 13 separate species, C75H168N8O13 in total in a non-equilibrium geometry, with properties calculated with ωB97M-V with the def2-TZVPD basis set.

ORCA input file:
```
! wB97M-V def2-TZVPD RIJCOSX def2/J DEFGRID3
* xyz 0 1
O 0.33 -3.29 -3.20
H -0.36 -3.86 -2.85
H 0.31 -2.51 -2.64
O -1.25 -6.17 -1.29
H -1.12 -7.12 -1.29
H -0.50 -5.83 -0.80
C -0.96 -2.68 -6.03
O -0.07 -1.86 -6.76
H -1.67 -3.06 -6.76
H -0.39 -3.55 -5.67
H -1.59 -2.17 -5.31
H 0.66 -1.77 -6.14
C -4.74 -2.28 -4.01
O -4.24 -3.60 -4.37
H -4.94 -2.24 -2.94
H -3.97 -1.56 -4.25
H -5.68 -1.95 -4.46
H -3.47 -3.77 -3.82
C 3.34 -1.81 -3.59
O 2.32 -2.11 -4.42
H 3.05 -1.31 -2.67
H 3.82 -2.73 -3.26
H 4.10 -1.21 -4.10
H 1.73 -2.73 -3.98
C -5.44 -3.21 1.19
C -4.87 -4.64 1.31
C -5.94 -5.39 2.23
C -7.16 -5.98 1.52
C -6.73 -6.81 0.32
C -5.86 -6.06 -0.69
N -4.73 -5.39 0.03
O -3.84 -4.75 -0.85
C -5.28 -7.17 -1.63
C -6.70 -4.98 -1.41
C -3.45 -4.67 2.00
H -5.34 -2.54 2.05
H -6.51 -3.24 0.97
H -4.87 -2.80 0.36
H -5.43 -6.14 2.83
H -6.39 -4.63 2.87
H -7.70 -5.09 1.18
H -7.88 -6.56 2.08
H -7.57 -7.24 -0.24
H -6.19 -7.70 0.66
H -6.00 -7.62 -2.31
H -4.68 -6.79 -2.47
H -4.74 -7.85 -0.97
H -6.99 -4.11 -0.83
H -6.19 -4.67 -2.32
H -7.60 -5.46 -1.78
H -3.03 -5.66 1.80
H -3.47 -4.60 3.09
H -2.75 -3.92 1.62
H -3.04 -5.29 -0.85
C 5.16 -6.10 3.60
C 4.34 -7.27 3.03
C 2.90 -7.22 3.51
C 2.05 -6.16 2.82
C 2.14 -6.56 1.36
C 3.53 -6.60 0.71
N 4.35 -7.44 1.56
O 5.61 -7.54 1.09
C 3.33 -7.30 -0.66
C 4.05 -5.16 0.61
C 4.96 -8.49 3.69
H 4.68 -5.13 3.48
H 6.19 -6.04 3.23
H 5.37 -6.21 4.66
H 2.40 -8.16 3.32
H 2.83 -7.00 4.58
H 2.24 -5.11 3.00
H 1.10 -6.48 3.27
H 1.48 -5.88 0.83
H 1.77 -7.58 1.22
H 4.22 -7.17 -1.29
H 3.18 -8.38 -0.61
H 2.47 -6.95 -1.24
H 3.83 -4.59 1.51
H 5.14 -5.14 0.58
H 3.66 -4.55 -0.21
H 4.80 -8.54 4.77
H 5.98 -8.75 3.39
H 4.42 -9.39 3.40
H 5.56 -8.27 0.47
C -4.76 3.84 -3.33
C -4.57 3.24 -4.73
C -4.87 1.71 -4.61
C -5.04 1.02 -5.97
C -6.06 1.78 -6.79
C -5.82 3.27 -7.00
N -5.48 3.95 -5.69
O -5.29 5.30 -5.75
C -4.70 3.38 -8.05
C -7.19 3.90 -7.47
C -3.09 3.35 -5.27
H -5.83 4.03 -3.21
H -4.29 4.78 -3.02
H -4.53 3.14 -2.53
H -3.96 1.25 -4.24
H -5.54 1.38 -3.82
H -5.30 -0.02 -5.75
H -4.09 0.89 -6.49
H -7.08 1.76 -6.42
H -6.17 1.31 -7.77
H -3.79 3.93 -7.80
H -4.36 2.44 -8.48
H -5.15 3.97 -8.86
H -7.53 3.53 -8.44
H -7.93 3.66 -6.70
H -7.05 4.98 -7.57
H -2.42 3.28 -4.42
H -2.76 4.30 -5.68
H -2.80 2.63 -6.04
H -6.09 5.60 -5.31
C 4.76 0.98 -0.98
C 5.69 2.08 -1.44
C 4.88 3.31 -1.04
C 5.61 4.62 -1.12
C 6.89 4.51 -0.27
C 7.81 3.30 -0.65
N 6.98 2.10 -0.73
O 7.74 1.03 -1.17
C 8.65 3.68 -1.97
C 8.83 3.14 0.55
C 5.82 1.97 -2.98
H 3.75 1.18 -1.35
H 4.83 0.99 0.11
H 5.05 -0.02 -1.28
H 4.21 3.39 -1.90
H 4.33 3.18 -0.10
H 5.07 5.47 -0.71
H 5.84 4.86 -2.16
H 6.63 4.42 0.79
H 7.29 5.53 -0.25
H 7.90 4.08 -2.66
H 9.43 4.42 -1.76
H 9.14 2.88 -2.53
H 9.48 4.02 0.54
H 8.42 3.13 1.56
H 9.49 2.30 0.38
H 4.80 1.98 -3.38
H 6.31 1.08 -3.38
H 6.45 2.74 -3.42
H 7.65 0.40 -0.45
C -0.25 7.16 1.73
C 0.51 6.04 1.10
C -0.54 5.05 0.51
C -1.06 5.42 -0.86
C 0.20 5.76 -1.78
C 1.09 6.84 -1.18
N 1.53 6.40 0.18
O 2.54 7.13 0.69
C 2.29 6.97 -2.25
C 0.33 8.21 -1.18
C 1.15 5.23 2.29
H -0.59 6.87 2.72
H -1.13 7.49 1.18
H 0.34 8.06 1.88
H -0.17 4.03 0.53
H -1.40 4.92 1.17
H -1.75 6.26 -0.87
H -1.59 4.60 -1.32
H -0.10 6.21 -2.73
H 0.75 4.84 -1.98
H 2.98 7.79 -2.03
H 2.97 6.11 -2.27
H 1.99 6.97 -3.29
H -0.70 8.22 -1.54
H 0.38 8.69 -0.20
H 0.78 8.94 -1.85
H 1.74 4.40 1.91
H 0.33 4.84 2.89
H 1.78 5.85 2.93
H 3.32 6.70 0.34
C -2.04 0.77 -0.85
C -0.82 0.18 -1.57
C 0.39 1.18 -1.58
C 1.08 1.19 -0.20
C 1.53 -0.19 0.17
C 0.47 -1.27 0.20
N -0.34 -1.16 -1.00
O -1.18 -2.22 -1.11
C 1.30 -2.61 0.22
C -0.37 -1.31 1.48
C -1.15 -0.06 -3.13
H -2.84 0.03 -0.92
H -2.34 1.71 -1.31
H -1.93 1.02 0.21
H 1.03 1.03 -2.45
H 0.10 2.22 -1.68
H 0.42 1.59 0.58
H 1.94 1.86 -0.17
H 1.89 -0.28 1.19
H 2.37 -0.52 -0.44
H 1.87 -2.81 1.13
H 0.67 -3.49 0.06
H 1.97 -2.73 -0.63
H 0.19 -1.59 2.37
H -0.68 -0.28 1.65
H -1.19 -2.03 1.41
H -1.97 -0.76 -3.30
H -0.28 -0.55 -3.55
H -1.30 0.89 -3.65
H -1.90 -1.96 -0.52
C -4.58 -0.33 4.49
C -5.03 1.09 4.23
C -5.48 1.68 5.59
C -4.32 2.14 6.48
C -3.27 2.93 5.68
C -2.79 2.36 4.40
N -3.97 1.87 3.58
O -3.60 1.35 2.39
C -2.06 3.43 3.59
C -1.78 1.25 4.82
C -6.27 1.09 3.21
H -4.06 -0.49 5.43
H -3.96 -0.62 3.63
H -5.45 -0.99 4.50
H -6.23 2.47 5.58
H -5.84 0.86 6.22
H -3.85 1.27 6.94
H -4.69 2.69 7.35
H -2.39 3.07 6.31
H -3.46 3.99 5.50
H -2.70 4.07 2.98
H -1.54 4.18 4.18
H -1.32 3.08 2.86
H -0.97 1.68 5.42
H -2.17 0.55 5.56
H -1.32 0.76 3.96
H -6.09 0.52 2.31
H -6.68 2.05 2.89
H -7.10 0.54 3.66
H -3.90 1.99 1.73
C 3.61 -1.55 5.10
C 3.74 -0.33 4.06
C 2.29 0.39 4.03
C 2.31 1.85 3.54
C 3.42 2.72 4.13
C 4.81 2.08 4.19
N 4.74 0.69 4.67
O 5.95 0.19 4.84
C 5.45 2.16 2.77
C 5.68 2.89 5.24
C 4.11 -0.84 2.71
H 2.92 -2.30 4.73
H 4.62 -1.97 5.16
H 3.34 -1.32 6.13
H 1.61 -0.19 3.41
H 2.02 0.34 5.09
H 2.44 1.94 2.46
H 1.30 2.25 3.58
H 3.19 2.84 5.19
H 3.36 3.69 3.63
H 5.89 1.21 2.46
H 6.24 2.91 2.72
H 4.72 2.48 2.03
H 6.72 2.90 4.90
H 5.65 2.37 6.20
H 5.32 3.91 5.38
H 3.27 -1.46 2.38
H 4.11 0.04 2.07
H 5.02 -1.44 2.67
H 6.19 0.07 3.92
*
```

total energy	-119022.9941	eV
energy above the lowest of the compared OMol25 structures with the same formula, charge and spin	362.61	kJ/mol